(w)
Entry from the Open Molecules 2025 dataset: an isolated molecule of C5H6O2 (the ωB97M-V functional and the def2-TZVPD basis).

SMILES string = O=C1CC2(CO2)C1

CARTESIAN COORDINATES (ANGSTROEM)
O -2.83745 -0.44307 0.01026
C -1.65591 -0.24237 -0.04646
C -0.78684 1.02645 0.04322
C 0.42179 0.11927 -0.20473
C 1.78713 0.19597 0.28947
O 1.46930 0.43654 -1.08387
C -0.43143 -1.15097 -0.22585
H -0.79818 1.50837 1.02580
H -0.98391 1.77507 -0.73314
H 2.11896 1.04714 0.88208
H 2.32493 -0.73711 0.46613
H -0.39823 -1.80293 -1.10316
H -0.23015 -1.73235 0.68025

Mulliken population analysis, charges in e, atoms 1 to 5:
1. O -0.5466
2. C 0.3533
3. C -0.5599
4. C 0.7164
5. C -0.4835

***

(x)
Entry from the Open Molecules 2025 dataset: an isolated molecule of C5H6O2 (the ωB97M-V functional and the def2-TZVPD basis).

SMILES string = C#CO/C=C\CO

CARTESIAN COORDINATES (ANGSTROEM)
O -1.85368 -0.54467 0.78543
C -1.05907 -0.75718 -0.36947
C -0.65823 0.54230 -1.03239
C 0.29408 1.40883 -0.70312
O 1.24724 1.33362 0.30560
C 1.61783 0.18035 0.79731
C 2.03246 -0.83082 1.29868
H -1.28501 -0.14522 1.45644
H -0.18522 -1.37479 -0.13989
H -1.69158 -1.32288 -1.05783
H -1.28456 0.88362 -1.85260
H 0.41420 2.36372 -1.20127
H 2.41154 -1.73689 1.71311

Mulliken population analysis, charges in e, atoms 1 to 5:
1. O -0.5152
2. C -0.4943
3. C -0.1352
4. C -0.1597
5. O -0.4426

***

So which one is most stable? That would be (w), about 38.5 kcal/mol below the next structure.

***

(w)
Entry from the Open Molecules 2025 dataset: a cluster of 2 separate species, C3H3NOS in total (the ωB97M-V functional and the def2-TZVPD basis).

CARTESIAN COORDINATES (ANGSTROEM)
C 1.84995 -1.81482 0.42585
C 0.99378 -0.88596 0.66689
C 0.27865 -0.02385 1.24955
N -0.80766 0.46717 -1.23335
O -0.44446 0.84966 1.57206
S -1.39986 1.66111 -0.46000
H 2.22466 -2.17599 -0.48609
H 0.10850 0.68823 -1.50134
H -2.80357 1.23445 -0.23357

Mulliken population analysis, charges in e, atoms 1 to 5:
1. C -0.6494
2. C -0.0670
3. C 0.8920
4. N -0.4538
5. O -0.4958

***

(x)
Entry from the Open Molecules 2025 dataset: an isolated molecule of C3H3NOS (the ωB97M-V functional and the def2-TZVPD basis).

SMILES string = S=c1[nH]cco1

CARTESIAN COORDINATES (ANGSTROEM)
C -1.21946 -0.20931 0.08627
C 0.96441 0.46069 -0.01018
C 0.92422 -0.87898 -0.00121
H -0.67096 1.83910 -0.08218
H 1.86199 1.06127 -0.07638
H 1.71105 -1.59956 0.01010
N -0.35076 0.84302 0.06406
O -0.39634 -1.30997 0.01682
S -2.82414 -0.20624 -0.00730

Mulliken population analysis, charges in e, atoms 1 to 5:
1. C 0.1814
2. C -0.3068
3. C -0.1383
4. H 0.2590
5. H 0.3575

***

(y)
Entry from the Open Molecules 2025 dataset: a cluster of 2 separate species, C3H3NOS in total (the ωB97M-V functional and the def2-TZVPD basis).

SMILES string = N=C=O.C#CS

CARTESIAN COORDINATES (ANGSTROEM)
C 1.51582 0.03712 0.17391
C 1.05658 -1.01853 -0.21286
C -1.25826 1.02656 -0.03297
N -1.24342 1.46071 1.10625
O -1.70334 0.60394 -1.03831
S 0.70114 -2.32618 -1.29021
H 1.98540 0.56589 0.98328
H -0.45634 1.79780 1.57576
H -0.59757 -2.14730 -1.26486

Mulliken population analysis, charges in e, atoms 1 to 5:
1. C -0.3590
2. C 0.0282
3. C 0.5827
4. N -0.4604
5. O -0.4069

***

So which one is most stable? That would be (x), about 45.5 kcal/mol below the next structure.

***

(w)
Entry from the Open Molecules 2025 dataset: an isolated molecule of C3H3NOS (the ωB97M-V functional and the def2-TZVPD basis).

SMILES string = S=C1CC=NO1

CARTESIAN COORDINATES (ANGSTROEM)
C -0.47319 0.89792 -0.52141
C -0.01608 -0.53836 -0.46794
C 0.53899 -0.59493 0.90273
H 0.69633 -0.76168 -1.22534
H -0.85640 -1.23504 -0.60512
H 1.00449 -1.44181 1.42272
N 0.46524 0.50925 1.53956
O -0.16786 1.44914 0.66891
S -1.19153 1.71550 -1.71411

Mulliken population analysis, charges in e, atoms 1 to 5:
1. C 0.1747
2. C -0.2084
3. C -0.1303
4. H 0.2735
5. H 0.2530

***

(x)
Entry from the Open Molecules 2025 dataset: an isolated molecule of C3H3NOS (the ωB97M-V functional and the def2-TZVPD basis).

SMILES string = S=c1cco[nH]1

CARTESIAN COORDINATES (ANGSTROEM)
C 0.22245 1.03076 0.11924
C 1.26525 0.24455 -0.02524
C -1.01951 0.00947 0.07639
N -0.40400 -1.16128 -0.01667
O 0.92685 -1.08827 -0.01549
S -2.58547 0.26219 -0.08305
H 0.10901 2.16344 -0.04113
H 2.30044 0.64213 -0.24503
H -0.81500 -2.10300 0.23098

Mulliken population analysis, charges in e, atoms 1 to 5:
1. C -0.2440
2. C -0.1654
3. C 0.1755
4. N 0.0082
5. O -0.2764

***

So which one is most stable? That would be (w), about 19.9 kcal/mol below the next structure.